1.
DFT (ωB97M-V/def2-TZVPD) results for a molecular structure, C4H10P2 in a non-equilibrium geometry.

```
16
C4H10P2 ωB97M-V/def2-TZVPD
C 0.48 0.98 0.68
C 0.73 -1.89 -0.41
C -0.62 -1.31 -0.33
C -0.43 0.66 -0.31
P 2.08 1.44 0.26
P -2.12 1.35 0.04
H 0.27 0.77 1.67
H 0.97 -1.73 -1.51
H 0.64 -3.05 -0.37
H 1.34 -1.44 0.32
H -1.06 -1.29 0.62
H -1.17 -1.51 -1.22
H -0.21 1.01 -1.42
H 2.58 1.58 1.49
H -2.00 2.47 -0.63
H -1.48 1.94 1.12
```

Summary:
- Kohn-Sham gap: 8.46 eV
- Strongest force on any atom: 5.99 eV/Å
- HOMO: -0.311 Ha

2.
DFT (ωB97M-V/def2-TZVPD) results for 2 unconnected molecules or ions with the total composition C5H11O2 in a non-equilibrium geometry.

```
18
C5H11O2 ωB97M-V/def2-TZVPD
C 2.09 1.00 1.07
C 0.98 2.01 0.80
H 2.53 0.72 0.11
H 2.81 1.28 1.83
H 1.77 0.08 1.60
H 0.91 2.61 1.70
H -0.05 1.55 0.72
H 1.12 2.61 -0.09
C -1.53 -1.15 -1.34
C -1.47 -0.18 -0.17
C -0.53 -2.36 -1.11
O 0.56 -2.35 -1.70
O -1.05 -3.21 -0.34
H -2.53 -1.58 -1.42
H -1.22 -0.67 -2.28
H -0.55 0.31 0.00
H -1.36 -0.93 0.69
H -2.45 0.28 -0.06
```

Summary:
- Charge: -1
- Kohn-Sham gap: 7.31 eV
- Strongest force on any atom: 3.84 eV/Å
- HOMO: -0.135 Ha

3.
DFT (ωB97M-V/def2-TZVPD) results for CH4N2S2 in the gas phase in a non-equilibrium geometry.

```
9
CH4N2S2 ωB97M-V/def2-TZVPD
N 0.81 1.26 0.11
C 0.69 -0.05 -0.26
S 2.00 -1.03 0.12
N -0.48 -0.61 -0.80
S -2.24 -0.48 0.12
H 0.04 1.98 -0.49
H 1.52 1.83 0.40
H -0.47 -1.66 -0.80
H -1.86 -1.24 1.59
```

Summary:
- Kohn-Sham gap: 7.70 eV
- Strongest force on any atom: 9.48 eV/Å
- HOMO: -0.311 Ha
- Structure (SMILES): NC(=S)NS

4.
DFT (ωB97M-V/def2-TZVPD) results for 5 unconnected molecules or ions with the total composition C20H47NO6S.

```
75
C20H47NO6S ωB97M-V/def2-TZVPD
C -6.13 0.74 -3.71
O -5.00 1.54 -3.47
C -3.79 0.85 -3.19
C -3.07 1.54 -2.02
C -2.97 0.77 -0.69
C -2.50 -0.67 -0.75
S -3.90 -1.86 -0.95
C -1.45 -1.02 -1.82
C -0.88 -2.35 -1.31
C -1.20 -2.32 0.18
O -0.94 -3.17 0.98
N -1.84 -1.06 0.52
H -7.00 1.22 -3.26
H -6.31 0.63 -4.79
H -6.03 -0.25 -3.26
H -3.15 0.87 -4.08
H -4.02 -0.19 -2.97
H -2.07 1.86 -2.33
H -3.64 2.45 -1.82
H -2.25 1.31 -0.07
H -3.92 0.83 -0.16
H -4.32 -1.70 0.31
H -0.66 -0.27 -1.75
H -1.84 -1.06 -2.84
H -1.33 -3.23 -1.77
H 0.20 -2.43 -1.45
H -1.05 -0.42 0.64
C 4.64 -2.48 0.30
C 3.15 -2.40 0.02
C 2.37 -3.49 0.73
O 2.88 -2.41 -1.39
H 5.04 -3.43 -0.07
H 5.17 -1.67 -0.21
H 4.83 -2.41 1.37
H 2.78 -1.43 0.36
H 2.70 -4.48 0.39
H 1.31 -3.40 0.53
H 2.53 -3.44 1.81
H 3.18 -3.26 -1.73
C 3.44 -0.40 5.38
C 2.56 -1.29 4.51
C 1.39 -1.87 5.28
O 3.34 -2.33 3.90
H 3.85 -0.98 6.21
H 4.26 0.01 4.80
H 2.86 0.42 5.80
H 2.19 -0.71 3.67
H 1.75 -2.50 6.10
H 0.78 -2.50 4.62
H 0.76 -1.09 5.70
H 3.70 -2.88 4.61
C -8.34 3.25 -1.24
C -7.22 4.26 -1.06
C -7.38 5.46 -1.98
O -5.95 3.65 -1.24
H -8.34 2.87 -2.27
H -8.21 2.40 -0.57
H -9.32 3.70 -1.05
H -7.21 4.60 -0.02
H -7.35 5.13 -3.03
H -6.58 6.17 -1.83
H -8.34 5.96 -1.81
H -5.89 3.30 -2.15
C 7.27 1.24 0.58
C 8.64 1.00 -0.01
C 8.73 -0.35 -0.70
O 9.66 1.13 0.98
H 7.04 0.48 1.34
H 7.23 2.22 1.07
H 6.49 1.20 -0.18
H 8.87 1.79 -0.73
H 8.55 -1.15 0.02
H 9.73 -0.50 -1.12
H 8.00 -0.44 -1.50
H 9.51 0.46 1.65
```

Summary:
- Kohn-Sham gap: 9.84 eV
- Strongest force on any atom: 0.65 eV/Å
- HOMO: -0.341 Ha
- Structure (SMILES): COCCC[C@@]1(S)CCC(=O)N1.CC(C)O.CC(C)O.CC(C)O.CC(C)O

5.
DFT (ωB97M-V/def2-TZVPD) results for 3 unconnected molecules or ions with the total composition C22H39IO10.

```
72
C22H39IO10 ωB97M-V/def2-TZVPD
C 0.20 -2.88 -1.20
C 1.47 -3.28 -1.96
C 2.22 -4.45 -1.30
C 2.64 -4.11 0.13
C 3.20 -5.22 0.97
C 3.88 -5.12 2.12
C 4.33 -3.96 2.95
C 3.51 -2.71 2.76
O 2.39 -2.57 3.10
I 4.56 -1.06 1.79
C 4.21 -6.48 2.60
O 4.88 -6.78 3.55
O 3.64 -7.38 1.76
C 3.08 -6.68 0.69
O 2.66 -7.26 -0.26
H 0.46 -2.25 -0.35
H -0.27 -3.78 -0.79
H -0.49 -2.34 -1.84
H 1.19 -3.63 -2.95
H 2.13 -2.42 -2.07
H 3.13 -4.64 -1.88
H 1.58 -5.32 -1.32
H 1.78 -3.71 0.68
H 3.38 -3.31 0.10
H 5.39 -3.76 2.82
H 4.20 -4.25 4.00
C 0.58 1.33 4.63
O 1.10 2.39 3.86
C 1.61 1.93 2.62
C 2.01 3.10 1.75
O 0.92 3.69 1.06
C 0.15 4.61 1.81
C 0.76 6.00 1.89
O 1.75 6.04 2.90
C 2.45 7.26 2.89
H 1.34 0.57 4.83
H 0.24 1.74 5.58
H -0.27 0.86 4.12
H 0.84 1.34 2.10
H 2.48 1.29 2.80
H 2.67 2.72 0.97
H 2.56 3.84 2.33
H -0.06 4.23 2.81
H -0.80 4.70 1.27
H -0.03 6.73 2.12
H 1.20 6.25 0.92
H 2.99 7.40 1.95
H 3.16 7.24 3.71
H 1.77 8.11 3.03
C -5.38 -2.07 -5.00
O -4.89 -0.85 -4.51
C -5.78 0.22 -4.80
C -5.30 1.50 -4.14
O -5.65 1.59 -2.76
C -4.80 0.89 -1.86
C -3.54 1.64 -1.52
O -2.57 1.47 -2.53
C -1.45 2.30 -2.33
H -5.54 -2.04 -6.08
H -4.63 -2.84 -4.77
H -6.32 -2.34 -4.51
H -6.78 -0.02 -4.43
H -5.83 0.37 -5.88
H -5.81 2.33 -4.62
H -4.22 1.62 -4.28
H -4.57 -0.11 -2.24
H -5.39 0.78 -0.95
H -3.14 1.26 -0.56
H -3.77 2.71 -1.40
H -1.73 3.36 -2.39
H -0.72 2.08 -3.11
H -0.98 2.11 -1.35
```

Summary:
- Kohn-Sham gap: 8.43 eV
- Strongest force on any atom: 0.70 eV/Å
- HOMO: -0.345 Ha
- Structure (SMILES): CCCCC1=C(CC(=O)I)C(=O)OC1=O.COCCOCCOC.COCCOCCOC

6.
DFT (ωB97M-V/def2-TZVPD) results for a molecular structure, C5H10O2 in a non-equilibrium geometry.

```
17
C5H10O2 ωB97M-V/def2-TZVPD
C 0.73 -2.13 0.74
O 0.72 -0.76 0.41
C -0.35 -0.37 -0.42
C -1.61 0.08 0.35
O -1.16 1.45 0.35
C -0.24 1.13 -0.70
C 1.03 1.85 -0.42
H -0.14 -2.42 1.35
H 0.76 -2.76 -0.16
H 1.64 -2.31 1.32
H -0.44 -1.06 -1.27
H -1.73 -0.39 1.34
H -2.52 0.25 -0.20
H -0.66 1.34 -1.71
H 1.84 1.53 -1.08
H 0.84 2.92 -0.54
H 1.29 1.65 0.62
```

Summary:
- Kohn-Sham gap: 10.66 eV
- Strongest force on any atom: 1.70 eV/Å
- HOMO: -0.354 Ha

7.
DFT (ωB97M-V/def2-TZVPD) results for 3 unconnected molecules or ions with the total composition C13H27FN3O6 in a non-equilibrium geometry.

```
50
C13H27FN3O6 ωB97M-V/def2-TZVPD
N 0.91 3.10 3.34
C 0.99 2.71 2.10
N 1.66 3.42 1.21
C 0.84 3.79 0.00
C -0.02 2.64 -0.50
C -0.52 1.65 0.55
C -1.97 1.83 1.08
C -2.74 3.11 0.76
C -2.33 4.33 1.57
F -1.88 3.97 2.83
N 0.41 1.52 1.72
H 0.90 4.07 3.64
H 0.79 2.40 4.06
H 2.05 4.26 1.64
H 1.53 4.06 -0.78
H 0.29 4.69 0.24
H -0.80 3.07 -1.12
H 0.60 2.07 -1.18
H -0.48 0.68 0.09
H -1.97 1.67 2.14
H -2.56 1.01 0.68
H -2.78 3.34 -0.29
H -3.77 2.91 1.04
H -3.22 4.93 1.71
H -1.62 4.97 1.06
H 1.17 0.88 1.48
C 0.81 -2.18 3.52
O 1.70 -3.15 2.97
C 1.87 -3.02 1.66
O 1.37 -2.16 0.97
O 2.68 -3.98 1.24
C 2.96 -3.96 -0.16
H 0.75 -2.36 4.59
H 1.20 -1.18 3.34
H -0.18 -2.28 3.09
H 3.45 -3.02 -0.43
H 2.05 -4.09 -0.74
H 3.64 -4.78 -0.38
C -0.27 -3.33 -1.77
O 0.24 -3.14 -3.10
C -0.65 -3.41 -4.06
O -1.78 -3.78 -3.90
O -0.05 -3.20 -5.24
C -0.88 -3.45 -6.37
H 0.53 -3.08 -1.08
H -1.11 -2.67 -1.58
H -0.56 -4.37 -1.62
H -1.75 -2.80 -6.37
H -1.20 -4.49 -6.39
H -0.28 -3.24 -7.25
```

Summary:
- Charge: +1
- Kohn-Sham gap: 9.00 eV
- Strongest force on any atom: 1.89 eV/Å
- HOMO: -0.462 Ha

8.
DFT (ωB97M-V/def2-TZVPD) results for C4H6N2 in the gas phase in a non-equilibrium geometry.

```
12
C4H6N2 ωB97M-V/def2-TZVPD
C 0.23 -1.29 1.37
C -0.01 -0.28 0.12
C -0.25 -0.40 -1.40
N -0.35 0.77 -2.00
N -0.22 1.68 -1.04
C 0.00 1.10 0.20
H 0.99 -2.06 1.16
H 0.59 -0.83 2.33
H -0.67 -1.85 1.69
H -0.32 -1.26 -2.08
H -0.12 2.65 -1.36
H 0.13 1.77 1.03
```

Summary:
- Kohn-Sham gap: 10.21 eV
- Strongest force on any atom: 1.57 eV/Å
- HOMO: -0.336 Ha
- Structure (SMILES): Cc1cn[nH]c1

9.
DFT (ωB97M-V/def2-TZVPD) results for 2 unconnected molecules or ions with the total composition CH3N in a non-equilibrium geometry.

```
5
CH3N ωB97M-V/def2-TZVPD
C -0.37 0.04 0.00
N 0.84 -0.15 -0.07
H -0.79 -1.53 -0.06
H -1.06 0.89 0.16
H 1.38 0.75 -0.03
```

Summary:
- Kohn-Sham gap: 10.41 eV
- Strongest force on any atom: 5.89 eV/Å
- HOMO: -0.346 Ha

10.
DFT (ωB97M-V/def2-TZVPD) results for a molecular structure, C17H23CoN6O10S2.

```
59
C17H23CoN6O10S2 ωB97M-V/def2-TZVPD
Co 1.21 -0.17 -0.91
O 3.36 -0.68 -3.90
S 3.83 0.13 -2.82
O 5.21 0.01 -2.43
O 2.97 -0.01 -1.59
C 3.59 1.84 -3.29
C 4.71 2.49 -3.77
C 4.63 3.79 -4.24
C 3.41 4.47 -4.22
C 2.28 3.84 -3.73
C 2.36 2.53 -3.26
S 0.86 1.87 -2.61
O -0.21 2.70 -3.08
O 0.75 0.44 -2.97
O 1.01 1.88 -1.11
H 5.65 1.96 -3.77
H 5.51 4.29 -4.61
H 3.34 5.48 -4.59
H 1.32 4.34 -3.71
N -0.96 -0.26 -1.10
C -1.46 -1.41 -0.35
C -2.76 -1.95 -0.94
C -3.25 -3.34 -0.49
C -3.47 -3.58 1.01
N -3.73 -2.38 1.82
C -2.88 -1.80 2.65
N -3.31 -0.77 3.40
N -1.63 -2.23 2.77
C -0.32 -2.42 -0.27
O -0.46 -3.43 0.43
O 0.72 -2.10 -0.94
H -1.38 0.62 -0.80
H -1.04 -0.38 -2.11
H -1.62 -1.06 0.65
H -2.65 -2.00 -2.03
H -3.54 -1.21 -0.74
H -2.55 -4.09 -0.84
H -4.20 -3.51 -1.01
H -2.61 -4.09 1.42
H -4.33 -4.24 1.14
H -4.64 -1.97 1.74
H -4.20 -0.36 3.20
H -2.61 -0.12 3.72
H -1.20 -2.75 1.99
H -0.99 -1.70 3.35
C -0.86 2.03 4.10
N -0.10 1.04 3.33
C 1.05 0.50 3.84
C 1.91 -0.21 3.10
C 1.61 -0.29 1.68
O 2.39 -0.74 0.82
N 0.43 0.16 1.22
C -0.48 0.78 1.99
O -1.60 1.14 1.60
H -0.90 1.74 5.15
H -1.86 2.10 3.69
H -0.40 3.02 4.03
H 1.23 0.70 4.89
H 2.83 -0.63 3.49
```

Summary:
- ⟨S²⟩: 6.010
- Kohn-Sham gap (spin up / spin down): 8.70 / 7.51 eV
- Strongest force on any atom: 0.53 eV/Å
- HOMO (spin up / spin down): -0.336 / -0.335 Ha
- 2S+1: 5

11.
DFT (ωB97M-V/def2-TZVPD) results for 2 unconnected molecules or ions with the total composition CBr2O in a non-equilibrium geometry.

```
4
CBr2O ωB97M-V/def2-TZVPD
C -0.03 2.04 -0.16
O -0.66 2.89 -0.59
Br -0.04 -3.35 -0.24
Br 0.73 -1.59 1.00
```

Summary:
- Kohn-Sham gap: 8.81 eV
- Strongest force on any atom: 1.54 eV/Å
- HOMO: -0.378 Ha

12.
DFT (ωB97M-V/def2-TZVPD) results for a molecular structure, C26H50Li5O16P in a non-equilibrium geometry.

```
98
C26H50Li5O16P ωB97M-V/def2-TZVPD
Li 0.84 2.53 0.42
Li -0.08 -1.84 -1.25
Li -0.11 1.42 -2.31
Li 2.72 -0.37 -0.99
Li -1.87 1.17 -0.10
P 0.43 0.25 -0.23
O -0.23 1.07 0.87
O 1.15 -1.04 -0.05
O 1.36 1.18 -1.01
O -0.74 -0.03 -1.20
O 2.33 -3.15 -4.14
C 1.74 -2.30 -3.31
O 2.45 -1.52 -2.64
O 0.52 -2.37 -3.10
H 3.18 -2.76 -3.91
O -1.56 5.06 -1.46
C -0.84 4.07 -1.01
O -1.22 2.93 -1.24
O 0.21 4.29 -0.39
H -0.92 5.72 -1.17
C 5.29 -2.86 0.41
C 6.20 -1.72 0.74
C 5.36 -0.49 1.00
O 4.09 -0.86 0.60
C 3.99 -2.28 0.88
H 5.65 -3.77 0.90
H 5.36 -3.06 -0.66
H 6.81 -1.61 -0.16
H 6.80 -1.92 1.62
H 5.62 0.33 0.33
H 5.44 -0.10 2.01
H 3.14 -2.72 0.36
H 3.77 -2.51 1.92
C -0.09 -1.04 4.95
C 0.06 -0.28 3.66
C 1.39 -0.82 3.12
O 2.12 -0.66 4.33
C 1.33 -1.12 5.45
H -0.48 -2.05 4.78
H -0.80 -0.68 5.70
H 0.08 0.80 3.82
H -0.78 -0.34 2.96
H 1.89 -0.26 2.34
H 1.30 -1.87 2.81
H 1.54 -0.46 6.29
H 1.62 -2.12 5.77
C -0.61 -5.74 0.22
C -0.57 -4.99 1.51
C -0.16 -3.59 1.05
O -0.76 -3.46 -0.24
C -1.17 -4.73 -0.75
H -1.22 -6.65 0.21
H 0.37 -6.06 -0.15
H 0.16 -5.40 2.20
H -1.53 -5.01 2.03
H 0.92 -3.48 0.97
H -0.61 -2.77 1.61
H -0.89 -4.93 -1.78
H -2.25 -4.77 -0.63
C -5.22 -0.19 -2.54
C -5.44 1.33 -2.44
C -4.70 1.74 -1.17
O -3.68 0.74 -0.98
C -4.11 -0.53 -1.58
H -5.02 -0.42 -3.59
H -6.16 -0.67 -2.24
H -6.51 1.54 -2.31
H -5.07 1.86 -3.31
H -5.31 1.62 -0.27
H -4.33 2.76 -1.14
H -4.47 -1.23 -0.83
H -3.29 -1.03 -2.09
C -4.28 2.36 3.35
C -3.03 3.10 3.50
C -2.24 2.97 2.20
O -2.77 1.76 1.65
C -3.76 1.18 2.52
H -5.04 2.90 2.77
H -4.72 2.12 4.32
H -2.50 2.70 4.37
H -3.23 4.15 3.72
H -1.18 3.02 2.45
H -2.58 3.79 1.58
H -3.30 0.48 3.22
H -4.56 0.71 1.96
C 2.99 3.00 -4.94
C 2.39 4.35 -4.79
C 1.54 4.08 -3.51
O 1.14 2.70 -3.57
C 1.97 1.92 -4.44
H 3.92 2.89 -4.39
H 3.27 2.80 -5.97
H 1.77 4.68 -5.62
H 3.13 5.09 -4.48
H 0.64 4.70 -3.42
H 2.14 4.17 -2.61
H 1.50 1.57 -5.36
H 2.40 1.05 -3.94
```

Summary:
- Kohn-Sham gap: 8.74 eV
- Strongest force on any atom: 4.56 eV/Å
- HOMO: -0.311 Ha

13.
DFT (ωB97M-V/def2-TZVPD) results for C3H7NO2 in the gas phase.

```
13
C3H7NO2 ωB97M-V/def2-TZVPD
C 2.24 0.09 -0.07
O 0.98 -0.50 0.25
C -0.06 0.35 0.29
O 0.03 1.53 0.07
C -1.37 -0.37 0.57
N -2.26 -0.36 -0.59
H 2.90 -0.73 -0.35
H 2.64 0.62 0.80
H 2.14 0.80 -0.90
H -1.86 0.14 1.40
H -1.18 -1.41 0.87
H -2.41 0.60 -0.87
H -1.80 -0.82 -1.37
```

Summary:
- Kohn-Sham gap: 10.56 eV
- Strongest force on any atom: 0.49 eV/Å
- HOMO: -0.355 Ha
- Structure (SMILES): COC(=O)CN